C16H27NO4Si | ωB97M-V/def2-TZVPD

Computed properties:
- 2S+1: 1
- HOMO-LUMO gap: 8.836 eV
- SMILES string: C[Si](C)(C)c1ccc(CN2C[C@H](O)[C@@H](O)[C@H](O)[C@H]2CO)cc1
- Net charge: 0
- E_HOMO: -8.4 eV
- LUMO energy: 0.40 eV
- ΔE to the lowest compared entry with this formula, charge and spin: 115.5 kJ/mol

The geometry in XYZ format:
```
49
Properties=species:S:1:pos:R:3:nbo_charge:R:1
O 2.9779 0.2883 -1.1223 -0.73
O 2.4227 3.1289 4.1782 -0.73
O 4.2081 2.8041 1.9791 -0.74
O -0.3151 3.4852 3.3319 -0.73
C 0.5819 -1.7901 -0.4546 -0.19
C -1.3009 -0.9730 0.7097 -0.22
C -0.2616 -2.2678 -1.4678 -0.19
C -2.1925 -1.5585 -0.1973 -0.19
C 0.0523 -0.9806 0.5681 -0.01
C -1.6726 -2.2816 -1.3012 -0.48
N 1.0976 1.2638 0.7744 -0.45
C 0.9932 -0.0897 1.3593 -0.25
C 0.0571 2.1347 1.3879 -0.23
C 3.5205 0.8917 0.0359 -0.07
C -3.0894 -0.9153 -3.5826 -1.09
C -2.2065 -3.9065 -3.8492 -1.13
C -4.5328 -2.9992 -1.9311 -1.08
C 1.9779 2.9615 2.8564 0.05
C 2.9938 2.0898 2.1121 0.07
C 0.5101 2.4643 2.8319 0.07
C 2.4974 1.7637 0.6808 -0.07
Si -2.8301 -2.6059 -2.7018 1.63
H 2.8506 0.9469 -1.8611 0.48
H 3.4242 3.1650 4.1712 0.47
H 4.2374 3.7281 2.3969 0.48
H 0.0335 3.8339 4.2154 0.48
H 1.6531 -1.6774 -0.4957 0.22
H -1.6517 -0.3675 1.4598 0.19
H 0.0836 -2.6783 -2.3634 0.20
H -3.2259 -1.5486 -0.0285 0.20
H 0.6066 -0.0031 2.3732 0.18
H 2.0015 -0.5722 1.4407 0.20
H -0.9579 1.7076 1.2512 0.23
H 0.0216 3.0774 0.8449 0.21
H 4.4333 1.4532 -0.2322 0.20
H 3.8303 0.1057 0.7302 0.17
H -2.2515 -0.4048 -4.0425 0.24
H -3.4813 -0.2923 -2.7323 0.23
H -3.8720 -0.9614 -4.3570 0.23
H -1.3553 -3.6877 -4.4598 0.25
H -2.0466 -4.8056 -3.2215 0.24
H -3.0180 -4.1309 -4.5141 0.24
H -5.1199 -2.9178 -2.7958 0.22
H -4.5587 -4.0355 -1.6118 0.23
H -4.9149 -2.3260 -1.1751 0.24
H 1.8601 3.9087 2.4224 0.16
H 3.0732 1.1955 2.7375 0.18
H 0.3991 1.6990 3.6056 0.17
H 2.4564 2.6801 0.0443 0.20
```



C39H45N5O4PPtSSe | ωB97M-V/def2-TZVPD

Computed properties:
- 2S+1: 3
- HOMO-LUMO gap (spin up / spin down): 6.010 / 6.129 eV
- Net charge: -1
- E_HOMO (spin up / spin down): -3.7 / -4.9 eV
- LUMO energy (spin up / spin down): 2.27 / 1.27 eV
- ΔE to the lowest compared entry with this formula, charge and spin: 138.3 kJ/mol

The geometry in XYZ format:
```
97
Properties=species:S:1:pos:R:3:lowdin_charge:R:1
Pt 0.4929 -0.0342 -0.4117 0.80
N 1.3026 2.9428 -1.2502 -0.07
P 0.7091 1.5258 -2.0467 0.89
C -0.9463 2.1224 -2.6246 -0.34
C -2.0126 1.2351 -2.5491 -0.12
C -3.2364 1.5473 -3.1256 -0.09
C -3.4058 2.7608 -3.7719 -0.10
C -2.3528 3.6659 -3.8318 -0.10
C -1.1316 3.3425 -3.2682 -0.09
C 1.4827 1.5439 -3.6825 -0.33
C 2.5920 2.3114 -4.0124 -0.08
C 3.1168 2.2589 -5.2924 -0.08
C 2.5601 1.4122 -6.2387 -0.09
C 1.4731 0.6227 -5.9014 -0.08
C 0.9309 0.6936 -4.6299 -0.08
C 1.0808 2.9905 0.1140 -0.38
C 1.8725 3.7899 0.9445 -0.01
C 1.6423 3.7687 2.3046 -0.08
C 0.6239 2.9696 2.8269 -0.07
C -0.1228 2.2246 1.9470 -0.14
N 0.0921 2.2315 0.6147 -0.03
H 2.2765 3.1166 -1.4709 0.08
H -1.8733 0.2938 -2.0256 0.08
H -4.0529 0.8383 -3.0665 0.10
H -4.3581 3.0084 -4.2230 0.09
H -2.4819 4.6158 -4.3356 0.10
H -0.2999 4.0343 -3.3460 0.10
H 3.0812 2.9199 -3.2671 0.09
H 3.9858 2.8544 -5.5393 0.10
H 2.9906 1.3492 -7.2295 0.10
H 1.0524 -0.0633 -6.6247 0.10
H 0.0889 0.0660 -4.3652 0.11
H 2.6590 4.3912 0.5112 0.11
H 2.2575 4.3684 2.9626 0.10
H 0.4310 2.9145 3.8869 0.10
H -0.9252 1.5732 2.2774 0.09
C 4.5679 1.2053 2.3237 -0.03
C 3.5213 0.2117 2.7353 -0.25
C 3.5676 -0.4396 3.9599 0.00
C 2.6262 -1.4100 4.2921 -0.27
C 2.7201 -2.1449 5.5988 -0.06
C 1.6282 -1.7357 3.3910 0.01
C 1.5277 -1.0789 2.1462 -0.23
C 2.5027 -0.0939 1.8544 0.00
N 0.5826 -1.3283 1.1755 0.00
C -0.1524 -2.5873 1.1227 -0.44
C 0.8204 -3.7761 1.1426 -0.06
C 0.0348 -5.0845 1.0382 -0.28
C -0.9631 -5.1723 2.1947 -0.12
C -1.9627 -4.0162 2.1160 -0.29
C -2.7063 -4.0716 0.7836 -0.12
C -1.6895 -3.9562 -0.3508 -0.28
C -0.7188 -5.1348 -0.2905 -0.12
C -0.9053 -2.6473 -0.2159 -0.13
C -1.2164 -2.6844 2.2317 -0.08
H 5.4927 1.0565 2.8795 0.07
H 4.2288 2.2270 2.4985 0.06
H 4.7764 1.0955 1.2594 0.08
H 4.3640 -0.2105 4.6587 0.11
H 3.3654 -1.6189 6.3006 0.07
H 3.1339 -3.1438 5.4520 0.08
H 1.7395 -2.2594 6.0603 0.07
H 0.9277 -2.5078 3.6734 0.09
H 2.5091 0.3603 0.8745 0.06
H 1.4234 -3.7863 2.0518 0.11
H 1.5117 -3.6544 0.3041 0.14
H 0.7387 -5.9215 1.0961 0.14
H -0.4294 -5.1387 3.1495 0.12
H -1.4977 -6.1265 2.1553 0.11
H -2.6779 -4.0916 2.9438 0.14
H -3.4275 -3.2532 0.7264 0.11
H -3.2616 -5.0125 0.7015 0.12
H -2.2071 -3.9511 -1.3157 0.14
H -0.0112 -5.0786 -1.1197 0.12
H -1.2646 -6.0801 -0.3795 0.11
H -1.5861 -1.7905 -0.2785 0.07
H -0.1767 -2.5655 -1.0312 0.10
H -0.7917 -2.5946 3.2317 0.10
H -1.9090 -1.8486 2.1076 0.06
C -6.0698 1.9000 0.4021 -0.05
N -4.7489 2.4653 0.3109 -0.13
C -4.4422 3.7418 -0.1217 -0.07
C -3.0956 3.8518 -0.1308 -0.08
N -2.5905 2.6579 0.3151 0.07
C -3.5985 1.7868 0.5625 -0.82
S -3.4150 0.2149 1.0945 0.60
H -6.7244 2.5640 0.9679 0.09
H -5.9828 0.9412 0.9140 0.04
H -6.4853 1.7393 -0.5952 0.09
H -5.2063 4.4446 -0.3910 0.11
H -2.4592 4.6647 -0.4214 0.12
H -1.6209 2.3430 0.2525 0.06
O 3.9318 -1.4163 -0.4219 -0.49
Se 3.2669 -0.7676 -1.7455 0.70
O 1.7065 -1.3688 -1.9160 -0.60
O 3.0931 0.8773 -1.4769 -0.58
O 4.0901 -1.0067 -3.1079 -0.50
```



The records above yield calculated total energy values of -34586.3080 -145531.9838 eV, respectively.